(1)
# C17H29N9NaO6S2

A molecular structure, C17H29N9NaO6S2 in a non-equilibrium geometry (ωB97M-V/def2-TZVPD, the OMol25 dataset).

Output
Net charge: -1

Positions of all 64 atoms, in Å:
Na: 12.981 -9.054 -3.906
C: 15.709 -5.891 -1.517
C: 16.752 -6.997 -1.797
N: 16.429 -8.356 -1.411
C: 15.787 -8.674 -0.161
C: 14.481 -9.489 -0.313
N: 13.338 -8.701 -0.636
C: 13.047 -7.509 0.169
C: 13.343 -6.162 -0.616
N: 14.337 -6.371 -1.673
H: 15.895 -5.482 -0.486
H: 15.800 -5.112 -2.255
H: 16.993 -6.999 -2.865
H: 17.697 -6.706 -1.215
H: 16.645 -9.093 -2.126
H: 16.509 -9.234 0.484
H: 15.653 -7.716 0.367
H: 14.580 -10.223 -1.162
H: 14.434 -10.043 0.650
H: 12.545 -9.222 -0.938
H: 11.935 -7.481 0.433
H: 13.617 -7.487 1.161
H: 12.437 -5.706 -1.066
H: 13.685 -5.377 0.107
H: 14.400 -7.368 -1.965
O: 9.951 -10.967 -3.353
S: 10.583 -9.843 -2.640
O: 9.982 -9.636 -1.325
O: 10.788 -8.651 -3.407
O: 12.059 -10.410 -2.348
N: 13.194 -10.882 -7.964
C: 12.852 -10.761 -6.667
N: 11.498 -10.873 -6.389
O: 13.624 -10.416 -5.728
H: 12.501 -11.065 -8.680
H: 14.167 -10.900 -8.237
H: 10.749 -11.149 -7.071
H: 11.218 -10.934 -5.385
S: 15.134 -12.012 -2.737
C: 13.983 -13.196 -2.496
N: 12.698 -12.838 -2.602
C: 11.734 -13.793 -2.421
C: 12.038 -15.139 -2.343
C: 13.416 -15.443 -2.370
N: 14.354 -14.514 -2.329
H: 12.180 -11.453 -2.436
H: 10.704 -13.394 -2.350
H: 11.291 -15.866 -2.043
H: 13.840 -16.469 -2.276
N: 10.947 -5.562 -8.764
C: 11.168 -5.021 -7.530
O: 10.603 -4.020 -7.111
C: 12.207 -5.644 -6.744
C: 12.275 -5.185 -5.411
C: 12.909 -5.968 -4.477
N: 13.638 -7.066 -4.874
C: 13.747 -7.381 -6.170
C: 13.084 -6.655 -7.162
H: 10.230 -5.146 -9.324
H: 11.474 -6.399 -9.070
H: 11.721 -4.268 -5.155
H: 12.955 -5.783 -3.417
H: 14.429 -8.220 -6.500
H: 13.028 -7.066 -8.200

Löwdin charges, unit e, in atom order: atom 1 (Na): 0.34, atom 2 (C): -0.23, atom 3 (C): -0.23, atom 4 (N): -0.10, atom 5 (C): -0.22, atom 6 (C): -0.24, atom 7 (N): -0.08, atom 8 (C): -0.18, atom 9 (C): -0.20, atom 10 (N): -0.11, atom 11 (H): 0.11, atom 12 (H): 0.09, atom 13 (H): 0.10, atom 14 (H): 0.11, atom 15 (H): 0.13, atom 16 (H): 0.11, atom 17 (H): 0.10, atom 18 (H): 0.02, atom 19 (H): 0.11, atom 20 (H): 0.05, atom 21 (H): 0.12, atom 22 (H): 0.11, atom 23 (H): 0.09, atom 24 (H): 0.11, atom 25 (H): 0.09, atom 26 (O): -0.36, atom 27 (S): 0.34, atom 28 (O): -0.34, atom 29 (O): -0.33, atom 30 (O): -0.33, atom 31 (N): 0.15, atom 32 (C): -0.61, atom 33 (N): 0.16, atom 34 (O): -0.04, atom 35 (H): 0.10, atom 36 (H): 0.11, atom 37 (H): 0.12, atom 38 (H): 0.10, atom 39 (S): 0.55, atom 40 (C): -0.91, atom 41 (N): 0.00, atom 42 (C): -0.10, atom 43 (C): -0.10, atom 44 (C): -0.18, atom 45 (N): 0.03, atom 46 (H): 0.02, atom 47 (H): 0.12, atom 48 (H): 0.08, atom 49 (H): 0.10, atom 50 (N): 0.17, atom 51 (C): -0.51, atom 52 (O): 0.05, atom 53 (C): -0.14, atom 54 (C): 0.03, atom 55 (C): -0.06, atom 56 (N): 0.05, atom 57 (C): -0.13, atom 58 (C): 0.00, atom 59 (H): 0.10, atom 60 (H): 0.10, atom 61 (H): 0.13, atom 62 (H): 0.09, atom 63 (H): 0.13, atom 64 (H): 0.11

(2)
# C17H29NO7Re

A molecular structure, C17H29NO7Re (ωB97M-V/def2-TZVPD, the OMol25 dataset).

Output
Net charge: +3

Positions of all 55 atoms, in Å:
Re: 0.113 -0.309 -0.550
C: 2.971 0.641 -0.707
C: 2.943 -0.328 -1.860
O: 1.537 -0.688 -2.085
C: 1.032 -0.395 -3.423
C: 0.457 0.997 -3.364
O: -0.389 1.078 -2.189
C: -1.809 1.048 -2.432
C: -2.226 -0.387 -2.626
O: -1.550 -1.174 -1.584
C: -2.429 -1.949 -0.725
C: -2.737 -1.084 0.469
O: -1.487 -0.546 0.983
C: -0.958 -1.220 2.149
C: -0.192 -2.443 1.712
O: 0.634 -2.041 0.574
C: 2.071 -2.238 0.716
C: 2.652 -0.920 1.163
O: 2.103 0.141 0.337
H: 2.550 1.609 -0.979
H: 3.981 0.783 -0.322
H: 3.484 -1.251 -1.661
H: 3.349 0.123 -2.764
H: 0.289 -1.161 -3.631
H: 1.839 -0.488 -4.147
H: -0.116 1.241 -4.258
H: 1.233 1.751 -3.234
H: -2.058 1.667 -3.293
H: -2.255 1.488 -1.541
H: -1.920 -0.799 -3.586
H: -3.303 -0.505 -2.525
H: -1.881 -2.853 -0.472
H: -3.326 -2.234 -1.273
H: -3.254 -1.636 1.253
H: -3.345 -0.225 0.189
H: -1.767 -1.471 2.834
H: -0.301 -0.494 2.628
H: -0.830 -3.259 1.381
H: 0.446 -2.808 2.515
H: 2.425 -2.557 -0.261
H: 2.266 -3.035 1.430
H: 3.740 -0.917 1.105
H: 2.357 -0.688 2.187
O: -0.065 1.636 0.168
N: -0.306 1.976 1.459
C: -1.564 2.277 1.821
C: -1.827 2.745 3.089
C: -0.778 2.919 3.982
C: 0.517 2.627 3.572
C: 0.734 2.164 2.293
H: -2.310 2.155 1.052
H: -2.844 2.993 3.359
H: -0.964 3.300 4.977
H: 1.364 2.784 4.225
H: 1.705 1.960 1.873

Löwdin charges, unit e, in atom order: atom 1 (Re): 1.68, atom 2 (C): -0.10, atom 3 (C): -0.08, atom 4 (O): -0.27, atom 5 (C): -0.08, atom 6 (C): -0.08, atom 7 (O): -0.27, atom 8 (C): -0.10, atom 9 (C): -0.07, atom 10 (O): -0.27, atom 11 (C): -0.09, atom 12 (C): -0.08, atom 13 (O): -0.28, atom 14 (C): -0.10, atom 15 (C): -0.07, atom 16 (O): -0.27, atom 17 (C): -0.09, atom 18 (C): -0.09, atom 19 (O): -0.29, atom 20 (H): 0.14, atom 21 (H): 0.16, atom 22 (H): 0.14, atom 23 (H): 0.16, atom 24 (H): 0.14, atom 25 (H): 0.16, atom 26 (H): 0.16, atom 27 (H): 0.15, atom 28 (H): 0.16, atom 29 (H): 0.13, atom 30 (H): 0.15, atom 31 (H): 0.15, atom 32 (H): 0.14, atom 33 (H): 0.16, atom 34 (H): 0.16, atom 35 (H): 0.15, atom 36 (H): 0.16, atom 37 (H): 0.13, atom 38 (H): 0.14, atom 39 (H): 0.16, atom 40 (H): 0.14, atom 41 (H): 0.16, atom 42 (H): 0.16, atom 43 (H): 0.15, atom 44 (O): -0.23, atom 45 (N): -0.14, atom 46 (C): 0.01, atom 47 (C): 0.02, atom 48 (C): 0.02, atom 49 (C): 0.02, atom 50 (C): 0.01, atom 51 (H): 0.14, atom 52 (H): 0.14, atom 53 (H): 0.14, atom 54 (H): 0.14, atom 55 (H): 0.14

| no. | HOMO-LUMO gap (eV) |
| --- | --- |
| 1 | 5.5 |
| 2 | 8.6 |